# C28H30Cl2N7O3PTi

A molecular structure, C28H30Cl2N7O3PTi at a distorted geometry (ωB97M-V with the def2-TZVPD basis set, OMol25).

The geometry in XYZ format:
```
72
Properties=species:S:1:pos:R:3
Ti 0.20 -0.24 0.28
Cl 6.09 -3.56 -1.15
C 4.54 -3.15 -0.49
C 3.89 -2.02 -0.98
C 2.65 -1.66 -0.47
N 1.87 -0.54 -0.79
C 2.37 0.48 -1.61
O 3.24 0.34 -2.47
C 1.76 1.75 -1.26
C 2.19 2.96 -1.80
C 1.77 4.15 -1.26
C 0.95 4.09 -0.10
C 0.52 2.89 0.37
N 0.81 1.69 -0.24
C 2.08 -2.46 0.54
C 2.73 -3.58 1.04
C 3.97 -3.92 0.51
Cl 4.77 -5.33 1.14
N 0.83 -2.00 0.90
C -0.25 -2.61 1.43
O -0.35 -3.33 2.41
C -1.45 -2.34 0.54
C -2.63 -3.07 0.67
C -3.48 -3.16 -0.41
C -3.17 -2.49 -1.58
C -2.05 -1.68 -1.61
N -1.21 -1.59 -0.57
H 4.35 -1.44 -1.77
H 2.90 2.91 -2.62
H 2.11 5.10 -1.66
H 0.68 4.99 0.44
H -0.07 2.82 1.27
H 2.28 -4.17 1.82
H -2.78 -3.63 1.59
H -4.37 -3.77 -0.35
H -3.79 -2.57 -2.46
H -1.79 -1.10 -2.48
C -3.85 3.74 -0.63
N -3.68 2.60 -1.53
C -4.80 1.69 -1.34
N -5.00 1.26 0.05
C -5.13 2.45 0.89
N -4.01 3.37 0.77
C -2.78 2.80 1.31
P -2.24 1.24 0.42
C -2.40 1.93 -1.30
C -3.91 0.41 0.51
H -4.75 4.28 -0.94
H -2.99 4.41 -0.73
H -4.66 0.81 -1.97
H -5.71 2.20 -1.67
H -5.24 2.14 1.93
H -6.04 2.98 0.58
H -2.91 2.57 2.37
H -1.98 3.54 1.23
H -2.27 1.14 -2.03
H -1.58 2.64 -1.45
H -4.10 0.11 1.54
H -3.88 -0.50 -0.09
C 0.26 0.99 4.56
C 1.76 1.00 4.21
C 1.82 0.47 2.78
O 0.45 0.42 2.32
C -0.35 0.11 3.48
H -0.16 1.99 4.50
H 0.06 0.59 5.56
H 2.33 0.37 4.88
H 2.16 2.01 4.28
H 2.23 -0.54 2.73
H 2.36 1.11 2.08
H -0.25 -0.96 3.71
H -1.38 0.33 3.23
```

Calculated values
Highest occupied orbital energy (spin up / spin down), eV: -5.3523 / -7.3321
Relative energy (zero: lowest compared OMol25 entry of this formula, charge and spin), kJ/mol: 161.8
Spin multiplicity: 3

Atomic partial charges in e from the Löwdin method, atoms 1 to 2:
1. Ti 0.97
2. Cl 0.66

***

# C28H30Cl3N3O5SiSn

A molecular structure, C28H30Cl3N3O5SiSn at a distorted geometry (ωB97M-V with the def2-TZVPD basis set, OMol25).

The geometry in XYZ format:
```
71
Properties=species:S:1:pos:R:3
Sn 0.42 0.41 -0.49
C 3.37 -0.75 -2.66
C 3.77 -1.23 -1.29
C 4.38 -2.47 -1.12
C 4.79 -2.89 0.13
C 4.60 -2.07 1.23
C 3.94 -0.85 1.11
C 3.60 -0.05 2.34
C 3.52 -0.44 -0.16
N 2.73 0.73 -0.37
C 3.16 1.92 0.07
O 4.29 2.23 0.43
C 2.15 3.00 -0.13
C 2.52 4.33 -0.17
C 1.56 5.28 -0.49
C 0.27 4.86 -0.78
C -0.02 3.51 -0.71
N 0.90 2.62 -0.36
C -1.39 3.00 -1.02
O -2.25 3.83 -1.29
N -1.51 1.67 -1.01
C -2.84 1.21 -0.82
C -3.42 0.40 -1.81
C -2.63 -0.09 -2.99
C -4.76 0.05 -1.69
C -5.52 0.49 -0.63
C -4.93 1.26 0.36
C -3.58 1.60 0.30
C -2.95 2.36 1.43
H 3.58 -1.51 -3.41
H 3.91 0.16 -2.91
H 2.31 -0.50 -2.71
H 4.54 -3.11 -1.98
H 5.23 -3.87 0.26
H 4.91 -2.40 2.21
H 4.03 -0.50 3.23
H 2.51 0.00 2.46
H 3.96 0.98 2.25
H 3.55 4.58 0.03
H 1.82 6.33 -0.52
H -0.52 5.54 -1.06
H -1.82 0.58 -3.25
H -3.27 -0.21 -3.87
H -2.20 -1.07 -2.79
H -5.21 -0.56 -2.47
H -6.57 0.23 -0.56
H -5.51 1.58 1.22
H -3.53 2.22 2.34
H -2.92 3.43 1.21
H -1.93 2.02 1.60
C -3.22 -0.71 2.71
Si -1.53 -1.15 2.10
C -1.53 -2.15 0.50
C -0.65 -2.25 3.31
O -0.62 0.09 1.51
H -3.43 -1.27 3.63
H -4.00 -0.93 1.98
H -3.26 0.35 2.95
H -1.92 -2.42 -1.43
H -1.07 -3.97 -0.52
H -0.27 -1.24 -0.85
H -1.22 -3.18 3.47
H -0.52 -1.76 4.28
H 0.33 -2.53 2.93
Cl -0.72 -2.67 -0.72
C -0.17 -3.03 -2.21
Cl -0.68 -5.54 0.11
Cl 0.44 -3.32 -3.73
C 0.68 -3.12 0.17
O 0.70 -4.52 0.56
O 1.65 -2.54 0.54
```

Calculated values
Highest occupied orbital energy, eV: -7.8206
Relative energy (zero: lowest compared OMol25 entry of this formula, charge and spin), kJ/mol: 2347.1

Atomic partial charges in e from the Löwdin method, atoms 1 to 2:
1. Sn 1.49
2. C -0.05

***

# C28H30ClFNO5S

2 unconnected molecules or ions with the total composition C28H30ClFNO5S at a distorted geometry (ωB97M-V with the def2-TZVPD basis set, OMol25).

The geometry in XYZ format:
```
67
Properties=species:S:1:pos:R:3
C 0.60 5.16 5.20
C -0.25 4.47 4.12
C -1.71 4.77 4.46
C 0.07 5.21 2.81
C 0.03 2.93 3.99
C -0.94 1.97 4.09
C -0.69 0.54 3.98
C -1.72 -0.40 4.01
C -1.58 -1.84 4.15
C -0.77 -2.58 3.24
C -0.55 -3.94 3.43
F 0.31 -4.58 2.56
C -1.13 -4.65 4.46
C -1.93 -3.94 5.37
C -2.24 -2.60 5.17
C 0.68 0.15 3.84
C 1.71 1.03 3.65
C 3.17 0.55 3.39
C 3.67 1.04 2.02
C 3.29 -0.98 3.40
C 4.16 1.07 4.44
C 1.42 2.48 3.71
O 2.35 3.32 3.58
H 1.67 5.06 4.99
H 0.35 6.23 5.19
H 0.39 4.77 6.20
H -2.39 4.39 3.69
H -2.00 4.36 5.43
H -1.84 5.86 4.50
H -0.53 4.82 1.98
H -0.16 6.27 2.94
H 1.13 5.10 2.56
H -1.98 2.28 4.21
H -2.73 -0.01 4.16
H -0.36 -2.10 2.36
H -0.95 -5.72 4.57
H -2.33 -4.47 6.25
H -2.98 -2.10 5.80
H 0.87 -0.91 3.81
H 3.70 2.13 2.00
H 4.68 0.65 1.84
H 3.01 0.68 1.22
H 3.08 -1.39 4.39
H 2.62 -1.45 2.66
H 4.31 -1.26 3.14
H 3.89 0.71 5.44
H 5.16 0.69 4.20
H 4.19 2.16 4.45
O -1.24 -4.29 -8.97
N -0.18 -4.07 -8.32
O 0.96 -4.39 -8.73
C -0.29 -3.43 -7.04
C 0.87 -3.17 -6.29
C 0.77 -2.55 -5.05
C -0.48 -2.16 -4.55
S -0.57 -1.15 -3.02
C -0.95 -2.12 -1.61
Cl -0.62 -1.43 -0.14
O 0.79 -0.67 -2.87
O -1.65 -0.22 -3.31
C -1.64 -2.42 -5.29
C -1.55 -3.05 -6.54
H 1.84 -3.44 -6.70
H 1.67 -2.34 -4.49
H -1.47 -3.08 -1.66
H -2.61 -2.12 -4.92
H -2.44 -3.24 -7.14
```

Calculated values
Charge: -1
Highest occupied orbital energy, eV: -2.8875
Relative energy (zero: lowest compared OMol25 entry of this formula, charge and spin), kJ/mol: 0.0

Atomic partial charges in e from the Löwdin method, atoms 1 to 2:
1. C -0.06
2. C -0.53

***

# C28H30FIN4O2PSTb

A molecular structure, C28H30FIN4O2PSTb at a distorted geometry (ωB97M-V with the def2-TZVPD basis set, OMol25).

The geometry in XYZ format:
```
69
Properties=species:S:1:pos:R:3
Tb 0.74 -0.02 1.20
N 2.97 -0.05 2.65
N 3.40 1.07 3.37
C 2.69 2.22 3.36
N 3.20 3.22 4.08
S 1.24 2.45 2.51
H 2.75 -0.81 3.29
H 3.70 -0.36 2.02
H 4.25 0.99 3.90
H 4.07 3.14 4.59
H 2.70 4.09 4.11
I 3.04 1.15 -0.73
C 2.77 0.49 -2.68
C 3.90 -0.04 -3.25
C 3.96 -0.26 -4.65
C 2.92 0.15 -5.42
C 1.75 0.70 -4.85
C 0.72 1.17 -5.71
C -0.42 1.71 -5.20
C -0.63 1.68 -3.81
C 0.32 1.21 -2.94
P -0.33 0.80 -1.28
C -1.86 -0.10 -1.62
C -1.74 -1.48 -1.83
C -2.85 -2.23 -2.17
C -4.09 -1.63 -2.28
C -4.22 -0.26 -2.05
C -3.11 0.50 -1.73
C -0.79 2.35 -0.46
C -1.65 2.32 0.64
C -1.89 3.49 1.36
C -1.28 4.67 0.99
C -0.41 4.70 -0.09
C -0.16 3.54 -0.81
C 1.60 0.80 -3.44
H 4.76 -0.25 -2.65
H 4.85 -0.68 -5.08
H 2.97 0.07 -6.50
H 0.88 1.11 -6.78
H -1.20 2.08 -5.86
H -1.60 1.99 -3.44
H -0.77 -1.96 -1.75
H -2.74 -3.29 -2.35
H -4.96 -2.21 -2.55
H -5.19 0.21 -2.14
H -3.22 1.56 -1.56
H -2.17 1.41 0.91
H -2.58 3.46 2.20
H -1.47 5.58 1.55
H 0.06 5.63 -0.38
H 0.50 3.58 -1.67
F 1.55 -1.84 0.96
O 0.04 -1.05 3.35
C -0.96 -1.43 2.70
O -1.31 -0.87 1.63
C -1.70 -2.68 3.10
N -1.21 -3.11 4.47
C -0.75 -4.55 4.37
C -0.27 -4.63 2.93
C -1.34 -3.86 2.17
H -2.77 -2.50 3.15
H -1.91 -2.96 5.19
H -0.41 -2.49 4.67
H -1.63 -5.17 4.55
H -0.01 -4.73 5.14
H -0.19 -5.67 2.61
H 0.70 -4.17 2.82
H -2.23 -4.47 2.00
H -1.00 -3.49 1.21
```

Calculated values
Charge: +2
Highest occupied orbital energy (spin up / spin down), eV: -12.7760 / -12.7790
Relative energy (zero: lowest compared OMol25 entry of this formula, charge and spin), kJ/mol: 106.4
Spin multiplicity: 7

Atomic partial charges in e from the Löwdin method, atoms 1 to 2:
1. Tb 1.16
2. N -0.05

***

# C28H30N2O4PSW

A molecular structure, C28H30N2O4PSW (ωB97M-V with the def2-TZVPD basis set, OMol25).

The geometry in XYZ format:
```
67
Properties=species:S:1:pos:R:3
W 0.37 1.36 0.33
O -2.64 2.48 2.86
C -1.58 2.27 2.37
O -1.41 1.66 1.15
C -0.23 2.58 2.93
C 0.21 2.99 4.14
C 1.65 3.15 4.33
C 2.55 2.72 3.44
C 2.05 2.01 2.24
N 0.70 2.33 1.96
C 2.03 0.41 2.40
O 2.59 -0.26 3.20
O 1.26 -0.06 1.36
H -0.49 3.20 4.93
H 1.98 3.63 5.25
H 3.61 2.82 3.61
C -3.17 -4.43 1.84
C -1.87 -4.19 1.06
C -0.77 -3.84 2.05
C -1.47 -5.47 0.31
C -2.11 -3.07 0.05
C -3.10 -3.23 -0.94
C -3.37 -2.27 -1.89
C -2.63 -1.09 -1.85
S -2.71 0.31 -2.89
C -1.44 1.04 -1.99
N -0.99 0.30 -1.01
C -1.64 -0.92 -0.89
C -1.37 -1.90 0.07
C -0.84 2.34 -2.23
C -1.24 3.17 -3.28
C -0.63 4.39 -3.45
C 0.37 4.80 -2.58
C 0.77 3.98 -1.53
C 0.18 2.73 -1.32
H -3.02 -5.22 2.58
H -3.99 -4.74 1.19
H -3.48 -3.53 2.37
H -0.64 -4.66 2.75
H -1.01 -2.95 2.64
H 0.19 -3.68 1.56
H -1.31 -6.28 1.03
H -0.55 -5.32 -0.25
H -2.25 -5.79 -0.38
H -3.68 -4.14 -0.96
H -4.14 -2.42 -2.63
H -0.60 -1.73 0.81
H -2.03 2.85 -3.95
H -0.93 5.04 -4.27
H 0.84 5.76 -2.71
H 1.54 4.33 -0.86
C 3.07 1.49 -2.35
P 1.96 0.33 -1.49
C 1.18 -0.52 -2.89
C 3.04 -0.96 -0.80
H 3.75 0.92 -2.99
H 3.66 2.07 -1.65
H 2.48 2.16 -2.96
H 1.97 -0.93 -3.53
H 0.59 0.17 -3.48
H 0.55 -1.34 -2.54
H 3.69 -1.35 -1.59
H 2.42 -1.76 -0.41
H 3.65 -0.58 0.01
C 2.47 2.12 0.76
H 3.35 1.54 0.49
H 2.59 3.17 0.49
```

Calculated values
Charge: +1
Highest occupied orbital energy (spin up / spin down), eV: -11.4146 / -11.4151
Relative energy (zero: lowest compared OMol25 entry of this formula, charge and spin), kJ/mol: 50.0

Atomic partial charges in e from the Löwdin method, atoms 1 to 2:
1. W 1.73
2. O 0.18

***

# C28H30N6O4

A single C28H30N6O4 molecule at a distorted geometry (ωB97M-V with the def2-TZVPD basis set, OMol25).

The geometry in XYZ format:
```
68
Properties=species:S:1:pos:R:3
C 0.11 4.45 1.76
H 0.51 5.43 2.00
O -0.70 4.09 2.85
C -1.34 2.89 2.80
C -2.15 2.57 3.90
C -2.83 1.37 3.94
C -2.71 0.47 2.90
C -1.91 0.77 1.81
C -1.23 1.98 1.76
H -0.64 2.21 0.89
C -1.76 -0.25 0.71
N -0.47 -0.96 0.80
C -0.42 -2.25 0.37
O -1.40 -2.82 -0.09
C 0.86 -2.96 0.48
C 1.15 -4.21 -0.01
C 2.48 -4.47 0.35
C 2.91 -3.37 1.04
O 1.94 -2.45 1.12
H 3.85 -3.13 1.50
H 3.05 -5.36 0.14
H 0.48 -4.84 -0.55
C 0.67 -0.18 1.10
C 1.45 0.32 0.06
C 2.53 1.15 0.30
C 2.81 1.47 1.63
C 2.07 0.95 2.68
C 0.99 0.13 2.42
H 0.40 -0.27 3.22
H 2.34 1.20 3.69
N 3.88 2.32 1.97
C 4.29 3.51 1.44
N 5.31 3.93 2.13
N 5.54 3.02 3.07
N 4.71 2.07 2.99
H 3.82 4.01 0.63
C 3.35 1.65 -0.85
H 3.31 0.94 -1.67
H 2.95 2.60 -1.22
H 4.39 1.80 -0.57
H 1.20 0.06 -0.96
H -2.53 -1.02 0.82
C -1.84 0.32 -0.73
O -1.50 1.44 -1.04
N -2.29 -0.60 -1.59
H -2.39 -1.56 -1.27
C -2.31 -0.39 -3.03
C -1.00 -0.85 -3.67
C -0.84 -2.37 -3.60
C -2.03 -3.05 -4.28
C -3.33 -2.64 -3.60
C -3.51 -1.12 -3.65
H -4.42 -0.83 -3.12
H -3.60 -0.80 -4.69
H -4.18 -3.11 -4.10
H -3.32 -2.98 -2.57
H -1.91 -4.13 -4.23
H -2.06 -2.76 -5.33
H 0.09 -2.66 -4.09
H -0.79 -2.69 -2.56
H -1.00 -0.53 -4.72
H -0.16 -0.36 -3.17
H -2.42 0.69 -3.17
H -3.24 -0.47 2.94
H -3.45 1.14 4.79
H -2.22 3.29 4.71
H -0.46 4.50 0.83
H 0.95 3.74 1.64
```

Calculated values
Highest occupied orbital energy, eV: -8.6064
Relative energy (zero: lowest compared OMol25 entry of this formula, charge and spin), kJ/mol: 0.0
SMILES: COc1cccc([C@@H](C(=O)NC2CCCCC2)N(C(=O)c2ccco2)c2ccc(-n3cnnn3)c(C)c2)c1

Atomic partial charges in e from the Löwdin method, atoms 1 to 2:
1. C -0.07
2. H 0.10

***

# C28H30O5PS3Ti

A molecular structure, C28H30O5PS3Ti at a distorted geometry (ωB97M-V with the def2-TZVPD basis set, OMol25).

The geometry in XYZ format:
```
68
Properties=species:S:1:pos:R:3
Ti 0.18 0.43 0.46
O 2.29 -1.55 1.37
S 2.50 -0.12 1.40
O 1.96 0.49 0.12
O 3.79 0.37 1.74
S 1.01 0.54 2.65
C -2.68 1.12 2.69
C -2.73 0.82 1.18
C -3.27 2.02 0.39
O -1.45 0.51 0.72
H -2.86 2.17 2.89
H -1.68 0.86 3.06
H -3.42 0.54 3.23
H -3.37 -0.06 1.00
H -2.60 2.86 0.54
H -4.26 2.29 0.73
H -3.30 1.78 -0.68
C -0.29 4.51 0.53
P 0.35 2.89 -0.08
C -0.19 2.72 -1.82
C -0.83 3.71 -2.55
C -1.33 3.44 -3.82
C -1.19 2.18 -4.37
C -0.53 1.18 -3.66
C -0.05 1.44 -2.39
C 2.14 3.22 -0.04
C 2.95 3.29 -1.16
C 4.32 3.44 -1.01
C 4.88 3.50 0.26
C 4.07 3.42 1.38
C 2.70 3.29 1.23
H 0.07 5.31 -0.11
H 0.09 4.66 1.54
H -1.38 4.53 0.56
H -0.94 4.71 -2.14
H -1.82 4.22 -4.37
H -1.57 1.97 -5.37
H -0.40 0.20 -4.10
H 0.50 0.66 -1.85
H 2.53 3.21 -2.16
H 4.96 3.48 -1.88
H 5.95 3.59 0.37
H 4.51 3.43 2.37
H 2.06 3.18 2.11
O 0.17 -1.37 -0.17
S -0.18 -2.25 1.02
C 0.86 -3.72 0.96
C 1.38 -4.14 2.18
C 2.24 -5.21 2.21
C 2.57 -5.87 1.04
C 2.02 -5.47 -0.17
C 1.16 -4.38 -0.21
C -1.65 -3.07 0.36
C -2.21 -2.62 -0.82
C -3.29 -3.30 -1.37
C -3.82 -4.40 -0.72
C -3.28 -4.82 0.49
C -2.19 -4.16 1.03
H 1.13 -3.60 3.09
H 2.68 -5.53 3.15
H 3.26 -6.70 1.06
H 2.28 -5.99 -1.08
H 0.75 -4.04 -1.15
H -1.79 -1.76 -1.33
H -3.71 -2.97 -2.31
H -4.65 -4.93 -1.15
H -3.69 -5.68 1.00
H -1.76 -4.49 1.96
```

Calculated values
Charge: +1
Highest occupied orbital energy, eV: -11.6364
Relative energy (zero: lowest compared OMol25 entry of this formula, charge and spin), kJ/mol: 132.0

Atomic partial charges in e from the Löwdin method, atoms 1 to 2:
1. Ti 0.58
2. O -0.38